DFT (ωB97M-V/def2-TZVPD) results for C5H11NO in the gas phase.

The structure (SMILES) is CC(C)CNC=O. The energy above the lowest of the compared OMol25 structures with the same formula, charge and spin is 2.9247 eV. The total energy is -327.0239 hartree. The calculation puts the orbital gap at 0.3864 hartree.

Positions of all 18 atoms, in Å:
C (-0.046095, -1.339566, 1.547596)
C (0.551982, -0.262500, 0.607360)
C (1.867352, -0.850513, 0.013513)
C (-0.220091, 0.354022, -0.625812)
N (-1.566994, 0.921374, -0.606614)
C (-1.694023, 2.109370, -1.354147)
O (-1.315968, 2.180340, -2.504552)
H (0.908941, -1.749785, 2.168789)
H (-0.306847, -2.239212, 0.858241)
H (-0.951898, -1.159048, 2.190323)
H (0.713776, 0.576054, 1.416173)
H (2.117385, -0.322465, -0.867097)
H (2.555634, -0.521418, 0.811227)
H (1.806895, -2.033590, -0.265929)
H (0.526018, 1.199316, -1.031106)
H (-0.219840, -0.609452, -1.413384)
H (-2.169159, 0.981266, 0.195013)
H (-2.557075, 2.765810, -1.139592)

Cartesian forces, eV/Å:
1.0 -2.9 -0.9
-1.2 1.5 1.5
-0.9 -1.2 1.4
1.8 -2.1 -1.8
0.8 2.3 0.2
-2.5 -2.2 -2.2
1.5 0.6 0.5
-2.5 1.0 -1.0
0.2 1.2 1.2
1.2 0.3 -0.6
0.4 -0.9 -1.9
0.4 0.5 -1.0
0.5 -1.2 -0.6
0.2 3.0 1.1
-1.8 -2.1 0.6
0.1 2.7 1.6
0.5 -0.5 0.7
0.4 0.1 1.2

---

DFT (ωB97M-V/def2-TZVPD) results for a molecular structure, C10H18Cl2ErN2S.

Its net charge is -1. The energy above the lowest of the compared OMol25 structures with the same formula, charge and spin is 0.0000 eV. As for the spin multiplicity: 4. The total energy is -2835.0468 hartree. The calculation puts the orbital gap (alpha / beta) at 0.1545 / 0.1561 hartree.

Positions of all 34 atoms, in Å:
Er (-0.628127, -0.613920, 0.308046)
Cl (-2.995096, -0.111758, 0.348242)
Cl (1.304749, -2.290786, 0.332145)
C (-1.041536, -1.700618, -1.561970)
H (-0.418228, -2.572223, -1.805380)
H (-2.051050, -1.860532, -1.970850)
C (0.265421, 0.838784, -1.474513)
C (-0.321695, -0.289166, -2.116718)
H (0.692888, 0.857321, -0.467651)
C (-1.470783, 0.258177, -3.095780)
H (0.469517, -0.756643, -2.697543)
C (-1.017702, 1.414345, -3.943289)
H (-1.865240, -0.570926, -3.695185)
H (-2.307990, 0.573364, -2.423239)
C (-0.481049, 2.557311, -3.062225)
H (-0.198834, 1.047303, -4.563612)
H (-1.836462, 1.759219, -4.591141)
C (0.709455, 1.977906, -2.291396)
H (-0.237867, 3.439384, -3.665800)
H (-1.227563, 2.860255, -2.323075)
H (1.443198, 1.686368, -3.053413)
H (1.233380, 2.742367, -1.720631)
S (0.105311, 0.984312, 2.318637)
C (0.807914, -0.298054, 3.219833)
N (0.353869, -1.578618, 3.350685)
C (1.324549, -2.444260, 4.022231)
C (2.425370, -1.472212, 4.437923)
N (1.954233, -0.201998, 3.904732)
H (-0.482830, -1.944344, 2.921379)
H (1.688046, -3.206517, 3.326478)
H (0.870915, -2.929695, 4.888228)
H (3.393052, -1.741066, 4.004276)
H (2.523591, -1.412465, 5.524856)
H (2.499381, 0.659113, 3.903433)

Cartesian forces, eV/Å:
0.6 0.7 -1.6
-1.6 0.3 0.7
0.8 -0.5 0.8
0.0 -0.4 0.0
-0.1 0.5 -0.2
0.4 0.5 -0.1
-0.3 1.4 4.2
-2.4 -3.0 -3.7
1.0 -0.2 -0.1
0.0 -0.5 1.2
0.2 -0.3 -1.0
-0.2 0.6 0.1
0.3 0.1 -0.1
0.6 -0.2 -0.4
0.0 -0.2 -0.2
0.1 0.2 -0.3
0.2 0.0 0.0
-0.2 0.6 -0.5
0.2 0.0 -0.1
-0.1 0.0 -0.1
0.3 -0.3 -0.4
-0.2 0.1 0.4
0.7 -0.2 1.9
-0.7 -0.2 -0.4
0.3 0.9 0.4
-0.4 -0.3 -0.4
0.3 0.3 0.1
0.4 0.5 0.0
0.2 0.2 0.0
-0.1 0.1 0.0
0.0 0.0 -0.1
-0.1 0.0 0.1
0.1 0.0 -0.1
-0.4 -0.6 -0.2

---

DFT (ωB97M-V/def2-TZVPD) results for 2 unconnected molecules or ions with the total composition C4H8O2.

The structure (SMILES) is O=CCO.C=C. The energy above the lowest of the compared OMol25 structures with the same formula, charge and spin is 2.5604 eV. The total energy is -307.6183 hartree. The calculation puts the orbital gap at 0.4016 hartree.

Positions of all 14 atoms, in Å:
O (-2.332837, -1.529553, 0.257985)
C (-1.452547, -0.879369, 0.768496)
C (-0.051273, -1.407400, 1.005254)
O (0.977409, -0.456565, 0.960088)
H (-1.642576, 0.156403, 1.130508)
H (-0.039063, -1.813311, 2.024733)
H (0.108673, -2.247753, 0.314804)
H (0.712737, 0.349178, 0.491150)
C (0.672241, 1.897754, -0.855101)
C (0.564977, 0.728412, -1.483671)
H (-0.201216, 2.441039, -0.503594)
H (1.643666, 2.342875, -0.652828)
H (-0.399602, 0.253136, -1.657133)
H (1.439410, 0.165154, -1.800692)

Cartesian forces, eV/Å:
0.4 0.3 0.2
-0.2 -0.2 -0.1
-0.2 -0.3 0.1
0.2 0.1 0.4
0.0 -0.1 -0.1
-0.2 -0.2 -0.1
0.1 0.2 0.0
0.0 -0.4 0.0
0.0 0.0 -0.3
0.0 0.3 -0.2
0.1 0.0 -0.1
-0.2 0.0 -0.1
0.1 0.2 -0.1
-0.1 0.2 0.0

---

What did the second record say?
DFT (ωB97M-V/def2-TZVPD) results for a molecular structure, C10H18Cl2ErN2S.

Its net charge is -1. The energy above the lowest of the compared OMol25 structures with the same formula, charge and spin is 0.0000 eV. As for the spin multiplicity: 4. The total energy is -2835.0468 hartree. The calculation puts the orbital gap (alpha / beta) at 0.1545 / 0.1561 hartree.

Positions of all 34 atoms, in Å:
Er (-0.628127, -0.613920, 0.308046)
Cl (-2.995096, -0.111758, 0.348242)
Cl (1.304749, -2.290786, 0.332145)
C (-1.041536, -1.700618, -1.561970)
H (-0.418228, -2.572223, -1.805380)
H (-2.051050, -1.860532, -1.970850)
C (0.265421, 0.838784, -1.474513)
C (-0.321695, -0.289166, -2.116718)
H (0.692888, 0.857321, -0.467651)
C (-1.470783, 0.258177, -3.095780)
H (0.469517, -0.756643, -2.697543)
C (-1.017702, 1.414345, -3.943289)
H (-1.865240, -0.570926, -3.695185)
H (-2.307990, 0.573364, -2.423239)
C (-0.481049, 2.557311, -3.062225)
H (-0.198834, 1.047303, -4.563612)
H (-1.836462, 1.759219, -4.591141)
C (0.709455, 1.977906, -2.291396)
H (-0.237867, 3.439384, -3.665800)
H (-1.227563, 2.860255, -2.323075)
H (1.443198, 1.686368, -3.053413)
H (1.233380, 2.742367, -1.720631)
S (0.105311, 0.984312, 2.318637)
C (0.807914, -0.298054, 3.219833)
N (0.353869, -1.578618, 3.350685)
C (1.324549, -2.444260, 4.022231)
C (2.425370, -1.472212, 4.437923)
N (1.954233, -0.201998, 3.904732)
H (-0.482830, -1.944344, 2.921379)
H (1.688046, -3.206517, 3.326478)
H (0.870915, -2.929695, 4.888228)
H (3.393052, -1.741066, 4.004276)
H (2.523591, -1.412465, 5.524856)
H (2.499381, 0.659113, 3.903433)

Cartesian forces, eV/Å:
0.6 0.7 -1.6
-1.6 0.3 0.7
0.8 -0.5 0.8
0.0 -0.4 0.0
-0.1 0.5 -0.2
0.4 0.5 -0.1
-0.3 1.4 4.2
-2.4 -3.0 -3.7
1.0 -0.2 -0.1
0.0 -0.5 1.2
0.2 -0.3 -1.0
-0.2 0.6 0.1
0.3 0.1 -0.1
0.6 -0.2 -0.4
0.0 -0.2 -0.2
0.1 0.2 -0.3
0.2 0.0 0.0
-0.2 0.6 -0.5
0.2 0.0 -0.1
-0.1 0.0 -0.1
0.3 -0.3 -0.4
-0.2 0.1 0.4
0.7 -0.2 1.9
-0.7 -0.2 -0.4
0.3 0.9 0.4
-0.4 -0.3 -0.4
0.3 0.3 0.1
0.4 0.5 0.0
0.2 0.2 0.0
-0.1 0.1 0.0
0.0 0.0 -0.1
-0.1 0.0 0.1
0.1 0.0 -0.1
-0.4 -0.6 -0.2

---

Q: Which of these has the lowest energy above the lowest of the compared OMol25 structures with the same formula, charge and spin?
A: C10H18Cl2ErN2S

---

Q: Look up the energy above the lowest of the compared OMol25 structures with the same formula, charge and spin of the third one.
A: 2.5604 eV

---

Q: Number 2 is which compound?
A: C10H18Cl2ErN2S